12
Properties=species:S:1:pos:R:3 method="wB97M-V/def2-TZVPD" e_above_lowest_ev=3.071 molar_mass_g_mol=86.09 homo_energy_ha=-0.34766 smiles="O=C[C@H]1CCO1"
H 1.131 1.150 1.064
C -1.735 0.181 0.103
H -2.567 -0.102 0.773
C -0.508 -0.718 0.008
C 1.279 0.185 0.565
H 0.650 1.200 -1.314
H -0.941 -1.782 0.019
O 0.381 -0.770 1.117
H 2.294 -0.167 0.725
C 0.684 0.161 -0.851
H 1.169 -0.486 -1.584
O -1.837 1.148 -0.624